Model one:
Below is C4H7NO in the gas phase, with properties calculated with ωB97M-V/def2-TZVPD.

XYZ file:
```
13
Properties=species:S:1:pos:R:3
O 1.574 0.510 1.572
C 1.001 -0.322 0.597
C -0.507 -0.618 0.737
N -0.687 -0.489 -0.717
C -1.414 0.441 -1.199
C 0.901 0.344 -0.779
H 1.459 1.403 1.211
H 1.558 -1.270 0.612
H -1.031 0.168 1.299
H -0.779 -1.604 1.117
H -2.218 0.928 -0.636
H -1.256 0.728 -2.236
H 1.399 -0.219 -1.578
```

Values from the calculation:
2S+1 = 1
HOMO level = -0.289 hartree

Löwdin analysis output, partial charges in e: atom 1 (O): -0.0532, atom 2 (C): -0.4696, atom 3 (C): -0.1244, atom 4 (N): -0.1186, atom 5 (C): 0.0468, atom 6 (C): 0.0399, atom 7 (H): 0.0789, atom 8 (H): 0.1389, atom 9 (H): 0.1194, atom 10 (H): 0.1149, atom 11 (H): 0.1039, atom 12 (H): 0.0944, atom 13 (H): 0.0287

---

Model two:
Below is C4H7NO in the gas phase, with properties calculated with ωB97M-V/def2-TZVPD.

XYZ file:
```
13
Properties=species:S:1:pos:R:3
O 2.106 0.655 -1.339
C 1.204 0.396 -0.566
C 0.813 -0.970 0.028
C -0.716 -0.823 0.211
C -0.947 0.723 0.431
N 0.300 1.294 -0.022
H 1.112 -1.754 -0.671
H 1.336 -1.136 0.984
H -1.184 -1.102 -0.735
H -1.144 -1.440 1.009
H -1.766 1.060 -0.218
H -1.201 0.987 1.473
H 0.406 2.256 -0.304
```

Values from the calculation:
2S+1 = 1
HOMO level = -0.353 hartree

Löwdin analysis output, partial charges in e: atom 1 (O): 0.0556, atom 2 (C): -0.4810, atom 3 (C): -0.0948, atom 4 (C): -0.1497, atom 5 (C): -0.1798, atom 6 (N): 0.0448, atom 7 (H): 0.1132, atom 8 (H): 0.1216, atom 9 (H): 0.1048, atom 10 (H): 0.1044, atom 11 (H): 0.1086, atom 12 (H): 0.1110, atom 13 (H): 0.1413

---

How far above the most stable structure does each one sit? In kJ/mol: model one 546.5; model two 0.0.

---

Model one:
Below is C4H7NO in the gas phase, with properties calculated with ωB97M-V/def2-TZVPD.

XYZ file:
```
13
Properties=species:S:1:pos:R:3
C -0.203 0.023 1.660
N -0.448 0.356 0.333
C 0.815 0.636 -0.519
C -0.080 0.019 -1.672
C -0.851 -0.682 -0.434
O -1.635 -1.535 -0.233
H 0.419 -0.995 1.856
H -1.006 0.171 2.490
H 0.757 0.506 2.163
H 1.670 -0.343 -0.372
H 1.185 1.710 -0.813
H -1.126 0.651 -1.899
H 0.505 -0.518 -2.560
```

Values from the calculation:
2S+1 = 1
HOMO level = -0.352 hartree

Löwdin analysis output, partial charges in e: atom 1 (C): -0.1584, atom 2 (N): -0.1476, atom 3 (C): -0.1270, atom 4 (C): -0.1006, atom 5 (C): -0.5524, atom 6 (O): 0.1330, atom 7 (H): 0.1214, atom 8 (H): 0.1095, atom 9 (H): 0.1035, atom 10 (H): 0.1909, atom 11 (H): 0.1325, atom 12 (H): 0.1677, atom 13 (H): 0.1274

---

Model two:
Below is 2 unconnected molecules or ions with the total composition C4H7NO, with properties calculated with ωB97M-V/def2-TZVPD.

XYZ file:
```
13
Properties=species:S:1:pos:R:3
C -0.435 1.235 -0.322
N -0.446 0.280 0.609
C -1.416 -0.789 0.306
O 0.275 0.157 1.581
H -1.248 1.291 -0.978
H 0.221 2.118 -0.212
H -1.016 -1.644 -0.006
H -1.984 -0.875 1.198
H -2.002 -0.672 -0.702
C 1.924 -0.058 -0.914
C 2.056 -0.478 0.180
H 1.988 0.273 -1.914
H 2.083 -0.836 1.175
```

Values from the calculation:
2S+1 = 1
HOMO level = -0.330 hartree

Löwdin analysis output, partial charges in e: atom 1 (C): 0.0426, atom 2 (N): -0.4205, atom 3 (C): 0.0038, atom 4 (O): -0.0692, atom 5 (H): 0.0517, atom 6 (H): 0.1004, atom 7 (H): 0.0360, atom 8 (H): 0.0884, atom 9 (H): 0.1353, atom 10 (C): -0.0142, atom 11 (C): -0.0192, atom 12 (H): 0.0251, atom 13 (H): 0.0397

---

Model three:
Below is C4H7NO in the gas phase, with properties calculated with ωB97M-V/def2-TZVPD.

XYZ file:
```
13
Properties=species:S:1:pos:R:3
O 0.656 -2.927 1.029
C 0.762 -1.726 1.003
C -0.322 -0.779 0.522
N 0.291 0.484 0.163
C 0.282 0.884 -1.229
C -0.548 1.595 -0.222
H 1.674 -1.201 1.357
H -1.010 -0.626 1.365
H -0.897 -1.262 -0.284
H -0.242 0.243 -1.941
H 1.207 1.320 -1.599
H -0.240 2.562 0.171
H -1.626 1.443 -0.266
```

Values from the calculation:
2S+1 = 1
HOMO level = -0.353 hartree

Löwdin analysis output, partial charges in e: atom 1 (O): 0.0461, atom 2 (C): -0.2457, atom 3 (C): -0.1726, atom 4 (N): -0.1424, atom 5 (C): -0.1388, atom 6 (C): -0.1458, atom 7 (H): 0.1234, atom 8 (H): 0.1335, atom 9 (H): 0.1284, atom 10 (H): 0.1059, atom 11 (H): 0.1003, atom 12 (H): 0.1014, atom 13 (H): 0.1064

---

Model four:
Below is C4H7NO in the gas phase, with properties calculated with ωB97M-V/def2-TZVPD.

XYZ file:
```
13
Properties=species:S:1:pos:R:3
O -1.042 -2.050 1.079
N -0.629 -1.661 -0.190
C -0.104 -0.515 -0.125
C -0.007 0.485 0.979
C 0.358 1.578 -0.028
C 0.447 0.252 -1.267
H -1.435 -2.911 0.904
H -0.908 0.564 1.597
H 0.827 0.232 1.654
H -0.154 1.715 -0.980
H 1.345 2.008 0.110
H -0.179 0.180 -2.193
H 1.483 0.124 -1.541
```

Values from the calculation:
2S+1 = 1
HOMO level = -0.323 hartree

Löwdin analysis output, partial charges in e: atom 1 (O): -0.0617, atom 2 (N): 0.0397, atom 3 (C): -0.3885, atom 4 (C): -0.1431, atom 5 (C): -0.0614, atom 6 (C): -0.0632, atom 7 (H): 0.0881, atom 8 (H): 0.1087, atom 9 (H): 0.1265, atom 10 (H): 0.0654, atom 11 (H): 0.0801, atom 12 (H): 0.1188, atom 13 (H): 0.0907

---

How far above the most stable structure does each one sit? In kJ/mol: model one 193.6; model two 386.3; model three 0.0; model four 283.2.

---

Model one:
Below is C4H7NO in the gas phase, with properties calculated with ωB97M-V/def2-TZVPD.

XYZ file:
```
13
Properties=species:S:1:pos:R:3
N -2.143 1.909 -0.552
C -1.723 0.892 -0.193
C -1.059 -0.328 0.276
C 0.111 -0.677 -0.646
C 1.336 0.222 -0.161
O 1.575 0.132 1.219
H -0.627 -0.111 1.332
H -1.757 -1.117 0.547
H 0.328 -1.756 -0.609
H -0.028 -0.379 -1.695
H 2.197 -0.147 -0.728
H 1.111 1.268 -0.449
H 0.677 0.091 1.658
```

Values from the calculation:
2S+1 = 1
HOMO level = -0.393 hartree

Löwdin analysis output, partial charges in e: atom 1 (N): 0.1486, atom 2 (C): -0.2249, atom 3 (C): -0.1910, atom 4 (C): -0.1576, atom 5 (C): -0.2603, atom 6 (O): -0.0866, atom 7 (H): 0.1187, atom 8 (H): 0.1176, atom 9 (H): 0.1155, atom 10 (H): 0.1169, atom 11 (H): 0.1163, atom 12 (H): 0.1191, atom 13 (H): 0.0676

---

Model two:
Below is C4H7NO in the gas phase, with properties calculated with ωB97M-V/def2-TZVPD.

XYZ file:
```
13
Properties=species:S:1:pos:R:3
C -1.219 1.447 0.567
C -0.893 0.182 -0.222
N 0.378 0.368 -0.903
C 1.356 -0.426 -0.758
C 1.455 -1.685 0.056
O 2.499 -2.294 0.107
H -2.225 1.387 0.993
H -1.164 2.322 -0.087
H -0.506 1.588 1.386
H -0.940 -0.695 0.437
H -1.646 0.041 -1.007
H 2.285 -0.202 -1.290
H 0.562 -2.046 0.598
```

Values from the calculation:
2S+1 = 1
HOMO level = -0.352 hartree

Löwdin analysis output, partial charges in e: atom 1 (C): -0.0990, atom 2 (C): -0.2965, atom 3 (N): 0.0431, atom 4 (C): -0.1229, atom 5 (C): -0.2282, atom 6 (O): 0.0542, atom 7 (H): 0.0716, atom 8 (H): 0.0729, atom 9 (H): 0.0732, atom 10 (H): 0.0891, atom 11 (H): 0.1173, atom 12 (H): 0.1146, atom 13 (H): 0.1105

---

Model three:
Below is 2 unconnected molecules or ions with the total composition C4H7NO, with properties calculated with ωB97M-V/def2-TZVPD.

XYZ file:
```
13
Properties=species:S:1:pos:R:3
C 1.690 1.717 0.684
C 1.136 0.795 0.123
O 1.028 -0.332 -0.577
C 0.868 -1.518 0.197
H 1.914 2.705 0.967
H -0.105 -1.501 0.699
H 1.682 -1.620 0.918
H 0.883 -2.347 -0.508
C -1.681 0.753 -0.418
N -2.102 -0.391 -0.183
H -1.777 1.352 -1.326
H -0.904 1.235 0.350
H -2.632 -0.848 -0.926
```

Values from the calculation:
2S+1 = 1
HOMO level = -0.341 hartree

Löwdin analysis output, partial charges in e: atom 1 (C): 0.1282, atom 2 (C): -0.2922, atom 3 (O): -0.1141, atom 4 (C): -0.0680, atom 5 (H): 0.0204, atom 6 (H): 0.0713, atom 7 (H): 0.0952, atom 8 (H): 0.0928, atom 9 (C): -0.1603, atom 10 (N): 0.0231, atom 11 (H): 0.0711, atom 12 (H): 0.0799, atom 13 (H): 0.0524

---

Model four:
Below is 2 unconnected molecules or ions with the total composition C4H7NO, with properties calculated with ωB97M-V/def2-TZVPD.

XYZ file:
```
13
Properties=species:S:1:pos:R:3
C -0.597 0.189 1.474
C -0.568 -0.132 -0.010
C -0.076 0.871 -0.914
N 1.829 -0.038 -1.060
C 1.503 -1.156 -0.830
O -0.365 -1.360 -0.378
H -1.241 -0.532 1.983
H 0.421 0.093 1.874
H -0.960 1.204 1.674
H -1.498 0.464 -0.559
H -0.177 0.693 -1.978
H -0.010 1.906 -0.582
H 1.724 -2.202 -0.710
```

Values from the calculation:
2S+1 = 1
HOMO level = -0.353 hartree

Löwdin analysis output, partial charges in e: atom 1 (C): -0.0229, atom 2 (C): -0.6747, atom 3 (C): 0.0551, atom 4 (N): 0.0834, atom 5 (C): -0.1018, atom 6 (O): -0.1041, atom 7 (H): 0.0841, atom 8 (H): 0.0897, atom 9 (H): 0.0804, atom 10 (H): 0.2056, atom 11 (H): 0.1004, atom 12 (H): 0.1067, atom 13 (H): 0.0983

---

How far above the most stable structure does each one sit? In kJ/mol: model one 0.0; model two 9.2; model three 311.5; model four 275.1.